[1]
Below is C18H16N2O4PtS2Te as an isolated structure, with properties calculated with ωB97M-V/def2-TZVPD.

Output
**Charge**: -2
**Highest occupied orbital energy**: 0.0149 hartree
**Energy relative to the best compared isomer or geometry (same formula, charge and spin)**: 0.0 kcal per mole

Geometry as XYZ:
```
44
Properties=species:S:1:pos:R:3:forces:R:3
H 2.161413 2.640518 5.097359 0.00 0.00 0.00
C -2.987631 2.039268 -3.199336 -0.01 0.00 0.01
O -1.041161 -1.970605 2.471111 0.01 -0.08 0.03
O -1.041259 -0.723464 -4.575455 -0.09 0.01 -0.16
H -4.149916 1.957381 -6.373005 0.00 0.00 0.00
S 2.772537 -1.163640 -0.043724 0.01 0.00 -0.03
C -1.901727 0.291465 -4.443682 0.03 -0.03 -0.03
S 2.299615 0.019378 -2.757231 0.02 0.00 -0.01
Pt -0.339758 -1.308736 0.669199 -0.06 0.14 -0.01
C -1.269676 -2.480998 4.715900 -0.01 0.01 0.00
N -0.356473 -0.238259 -2.179133 -0.03 -0.03 0.13
Te -0.554809 -3.682040 -0.320043 0.00 -0.05 -0.02
C -3.569837 1.696328 -5.493578 0.00 0.00 0.00
C -0.712107 -1.609238 3.607452 0.02 0.04 0.05
O -1.539460 1.325145 -0.937540 -0.02 -0.06 -0.02
H -0.606011 -0.832538 -3.670082 0.05 -0.01 0.07
C 0.111377 -0.465703 3.942184 -0.02 -0.02 -0.06
H -2.521616 0.087492 -6.474009 0.00 0.00 0.00
H -3.088410 2.550356 -2.249418 0.00 0.01 0.00
C 4.017830 -0.054786 -2.170369 -0.01 0.02 -0.01
N 0.371385 -0.630560 -1.062726 0.07 0.01 0.00
C 1.169148 1.691960 3.484195 0.02 0.03 0.02
C -2.066824 1.000695 -3.238836 -0.02 0.00 0.02
C -2.663206 0.653693 -5.561071 0.00 -0.01 -0.01
C 0.562527 -0.322913 5.272686 0.01 0.00 0.04
C 0.425392 0.563202 2.976394 -0.03 0.01 -0.06
C -3.741368 2.400937 -4.306739 0.01 -0.01 0.00
C 4.145308 -1.237794 -1.232161 -0.01 0.02 0.02
H 4.090803 -2.177172 -1.784613 -0.01 0.00 0.00
H 5.076209 -1.207740 -0.663194 0.00 0.00 0.00
H -1.968108 -3.179358 4.263003 0.00 0.00 0.00
H -4.453666 3.215420 -4.246265 0.00 0.00 0.00
C 1.294525 0.751349 5.705314 0.00 0.00 -0.01
O 0.089232 0.569825 1.761920 0.08 -0.07 0.04
C 1.633189 -0.594794 -1.245030 0.00 -0.04 0.04
H -0.466301 -3.049183 5.189638 0.01 0.00 -0.01
H 0.330413 -1.106311 5.983924 0.00 0.01 0.00
H -1.765567 -1.887593 5.484876 -0.01 -0.01 0.00
H 4.267141 0.872614 -1.651932 0.00 0.00 0.00
H 1.391676 2.467846 2.762083 0.00 0.00 0.00
C 1.589271 1.774943 4.776518 -0.01 -0.01 -0.01
C -1.293056 0.697957 -1.968316 0.02 0.11 -0.04
H 4.661456 -0.158091 -3.046535 0.00 0.00 0.00
H 1.637502 0.813746 6.730267 0.00 0.00 0.00
```
Positions in Å, forces in eV/Å.

natural (NBO) atomic charge list, values in e, 5 entries:
1. H 0.19
2. C -0.15
3. O -0.55
4. O -0.72
5. H 0.18

[2]
Below is a 2-piece molecular cluster, C6H8N2O2 overall, with properties calculated with ωB97M-V/def2-TZVPD.

Output
**SMILES**: O=c1cc[nH]c(=O)[nH]1.C=C
**Highest occupied orbital energy**: -0.3444 hartree
**Energy relative to the best compared isomer or geometry (same formula, charge and spin)**: 66.2 kcal per mole

Geometry as XYZ:
```
18
Properties=species:S:1:pos:R:3:forces:R:3
N 3.734712 0.707829 -0.062874 2.47 2.61 -1.24
N 2.400939 -1.272234 -0.478853 1.46 5.62 2.41
H 2.420172 -2.252699 -0.455687 -0.34 -1.42 0.30
O 4.640249 -1.311078 0.429637 -0.67 0.72 -0.61
H 0.427273 1.484923 0.470003 -0.52 0.58 -0.16
H -4.799378 1.151309 -0.242198 -1.57 -0.43 -0.46
H -3.557830 -0.766125 0.108450 -1.45 0.47 0.66
C 1.199101 -0.507121 -0.093332 -0.38 -0.31 -1.08
C 3.717468 -0.627462 0.041888 -2.16 -3.96 -0.89
C 2.617590 1.546817 -0.153808 -3.70 0.43 4.11
H 2.799082 2.696380 0.105212 -0.20 -2.71 -1.18
H -5.116815 -1.647155 0.522168 -0.37 -1.47 0.31
H 4.759171 1.069734 -0.163417 -2.84 -0.58 0.45
C 1.314279 0.977316 0.198027 6.10 -0.57 -2.46
H -6.525668 0.231554 -0.197655 0.65 0.08 0.40
O 0.084296 -0.980697 -0.191994 0.75 -0.40 0.35
C -5.432825 0.230860 -0.085494 -0.51 4.67 -1.13
C -4.681809 -0.732155 0.249925 3.27 -3.32 0.21
```
Positions in Å, forces in eV/Å.

natural (NBO) atomic charge list, values in e, 5 entries:
1. N -0.64
2. N -0.67
3. H 0.42
4. O -0.58
5. H 0.25

[3]
Below is a 6-piece molecular cluster, C43H50BN10O13 overall, with properties calculated with ωB97M-V/def2-TZVPD.

Output
**Charge**: +1
**Highest occupied orbital energy**: -0.4193 hartree
**Energy relative to the best compared isomer or geometry (same formula, charge and spin)**: 137.6 kcal per mole

Geometry as XYZ:
```
117
Properties=species:S:1:pos:R:3:forces:R:3
C 1.949805 -4.637294 8.103100 0.11 0.06 -0.23
H -0.991702 -2.913033 -4.196919 0.00 0.40 0.78
H -2.585201 1.378897 -2.187162 0.53 -1.54 1.29
H 5.129781 -7.269562 1.916810 -0.12 0.24 0.03
C -1.156929 -1.667375 -0.984723 0.97 -3.07 -3.27
O -2.766380 3.774147 -0.524892 1.87 -2.57 0.57
H 1.513852 -4.987952 9.033003 0.05 0.10 -0.11
C 3.494769 -7.705326 0.602523 -0.13 0.24 0.02
H 3.738791 -5.777013 5.449139 -0.02 0.12 0.07
H 0.506684 -0.137516 1.000527 -0.10 -1.31 0.94
H -3.779589 -1.329986 -5.530457 -0.07 1.51 1.31
O 1.616187 -0.719907 6.886417 0.35 -0.44 -0.53
C 4.704717 2.071008 -1.535308 -0.09 0.02 -0.07
C 2.375587 -2.867059 6.531725 0.08 -0.90 0.27
H 4.410950 0.450611 1.433438 0.07 0.06 -0.09
O -5.177384 3.174995 4.435112 0.63 0.09 -0.73
H 3.839496 -8.712351 0.391328 -0.01 0.15 0.06
C 1.817565 -3.302728 7.733576 -0.07 0.07 0.07
H 4.085761 2.434779 -2.349143 0.26 0.03 0.03
N 0.272786 1.185134 -6.383601 0.07 -0.17 -0.30
C -2.291756 0.703588 -1.291109 -0.39 2.16 -0.05
C -1.654796 -1.116489 -3.142059 -0.89 1.21 -0.41
H -6.889333 -1.387251 -3.975540 0.94 1.52 0.98
H 6.867025 0.752422 1.399853 -0.05 0.07 -0.14
H -0.907252 -0.361261 3.270094 1.35 -1.11 -0.32
C -4.002534 4.862007 3.396258 0.22 0.76 -0.07
C 3.761366 -5.600009 1.734051 -0.45 -0.52 -0.53
H 4.608929 2.666693 -5.805081 -0.15 0.00 0.05
O -0.911424 1.411504 -6.155606 0.60 -0.01 -0.33
H 1.758764 -7.875085 -0.653963 0.09 0.07 0.09
C 2.325409 -7.232869 0.014061 -0.01 0.01 -0.02
C 3.135625 3.897160 -4.835119 -0.03 0.04 0.00
N -8.024601 1.639042 -1.611250 3.68 -0.93 -0.61
H 0.966772 -5.577538 -0.185027 0.09 -0.03 0.10
C 4.104807 1.420467 -0.461555 0.35 0.02 0.01
H -2.775935 4.495249 1.654685 -0.08 0.15 0.29
C -3.266021 7.517357 3.101526 -0.03 -0.06 0.02
H -0.328017 -2.106193 3.513245 0.63 1.71 -0.97
H -0.210846 3.359180 -4.849469 0.12 -0.13 -0.17
C 1.878079 -5.941310 0.279009 0.34 -0.12 0.14
H -7.439093 -0.800032 -1.795214 0.45 1.01 -0.33
N -1.077070 -2.433351 -3.290383 -1.42 4.32 4.54
C -6.229937 -0.550097 -3.516237 1.07 -1.19 -0.44
C 0.258111 -1.148652 1.479925 -0.12 -0.54 -0.11
H -5.136949 5.533230 5.115672 0.11 -0.14 -0.20
H 3.868503 4.599344 -4.449115 -0.07 -0.14 -0.05
H 2.233696 -4.115408 1.342341 0.23 -0.13 0.14
H -3.302764 3.224608 0.100379 0.25 0.49 -0.64
H -6.314157 0.341622 -4.228965 0.06 -1.02 1.18
N -4.406842 3.461022 3.533020 -0.37 -0.31 0.38
H 1.464355 4.935616 -3.965735 -0.01 -0.13 -0.08
C -0.732525 -2.839982 -1.924634 -1.73 3.60 1.25
C -3.788733 -0.517846 -4.700675 -0.05 -0.95 -0.09
O 5.535582 -5.195733 3.147673 -0.71 0.29 -0.28
C 3.201235 -5.081254 6.085747 -0.21 0.16 0.20
O 2.692351 -1.125771 5.050624 -0.21 -0.18 0.52
O -1.922419 -2.643280 1.326504 1.88 1.00 -2.58
C -4.479253 5.811365 4.298949 -0.10 0.00 0.11
H 1.188876 -1.823282 1.300850 -1.35 1.07 0.16
O 5.996445 3.383811 -3.547759 0.31 -0.24 0.42
H 0.905554 -0.672528 3.612386 -1.66 -0.78 -0.93
C -4.106335 7.143258 4.147486 0.12 -0.18 -0.21
H -5.201623 2.081430 -0.885012 -0.35 0.03 -0.81
H -4.719363 -2.254185 -3.604791 0.18 1.92 0.38
N 6.722253 2.949586 -2.660653 0.55 0.30 -0.41
O 4.057974 -3.631085 2.900181 0.29 -0.58 -0.54
N -6.618618 -0.251172 -2.098279 0.06 1.59 -0.75
N 4.507905 -4.746052 2.660932 0.54 0.25 0.36
H -1.225027 1.344237 0.675557 -0.10 0.29 -1.67
C 3.553260 2.810643 -5.599311 -0.23 0.00 0.03
C 3.071958 -3.748720 5.705802 0.02 0.14 -0.07
H -4.292874 -0.864459 -2.442933 -0.42 -0.20 -1.58
C 1.263425 2.114160 -5.836487 0.51 0.51 0.30
C 6.087977 2.245430 -1.543127 -0.39 -0.41 0.68
H 3.513804 -3.418114 4.769785 -0.20 0.14 0.47
H -2.132410 6.858427 1.395726 -0.08 -0.11 0.09
H -7.972113 2.668489 -1.447851 0.10 -1.01 -0.05
H -0.273845 -3.860065 -1.655498 -0.85 2.05 -0.57
N -5.700432 2.197213 -1.785147 0.02 -1.88 -0.18
H 3.028395 1.282187 -0.444043 0.12 0.06 -0.04
C -1.198610 1.583858 -0.449659 -0.45 0.03 0.03
B -0.949071 -1.815321 0.626143 -1.27 -0.86 1.81
N 2.217287 -1.468154 6.127367 -0.08 0.58 0.02
O 7.938563 3.067612 -2.642854 -0.85 -0.10 -0.02
H -0.124667 1.364062 -0.820286 -1.89 0.64 0.48
H 2.733942 -6.566620 7.568672 0.00 0.14 -0.02
C -0.029313 -1.080159 3.061104 0.04 0.47 0.28
C -6.791349 1.189412 -1.848044 -3.95 1.24 0.81
H -2.983225 8.559059 2.981431 -0.03 -0.15 0.02
C 6.874284 1.768402 -0.494846 0.07 0.02 0.00
O -0.483042 3.960589 -0.744809 -4.42 -3.72 0.40
C 0.840020 3.196793 -5.065163 -0.10 0.01 0.06
H -2.005296 0.889950 -4.177798 -0.45 -2.09 0.02
H -4.258655 0.416798 -5.169231 0.81 -1.25 0.80
H 2.956867 1.069754 -6.696135 -0.23 0.09 0.05
C -2.787992 6.562089 2.208324 -0.13 -0.02 0.16
H -3.272965 0.578551 -0.685287 1.77 -0.33 -0.99
O -3.949811 2.651722 2.726537 -0.20 0.22 0.15
H -4.473496 7.891553 4.842215 0.03 -0.15 -0.07
C 1.783119 4.088488 -4.564455 0.08 -0.21 -0.12
H 7.951673 1.894710 -0.495604 -0.19 0.09 -0.18
H -1.631031 -0.523979 -5.280103 -0.96 0.57 1.70
H -5.029778 2.104803 -2.563259 -0.36 -0.06 0.59
C 2.595100 -5.118567 1.141782 -0.10 0.09 -0.02
C -3.153745 5.228669 2.355105 0.03 0.02 0.00
C 6.264977 1.121554 0.575889 -0.18 0.07 -0.19
C 4.883539 0.951112 0.592993 -0.02 -0.02 -0.01
C 2.618116 1.911987 -6.102260 0.07 -0.07 -0.06
C -4.681915 -1.098476 -3.492365 -0.70 -0.18 -0.55
C 2.637546 -5.524097 7.279322 0.00 0.01 -0.04
H -2.442595 -3.172764 0.672286 0.33 0.75 0.84
H 1.279316 -2.622250 8.384757 0.12 0.04 -0.23
C 4.220108 -6.888960 1.464665 0.05 -0.02 0.04
C -2.242736 -0.233431 -4.337676 1.02 -0.81 -0.57
O 0.679877 0.235242 -7.039265 -0.44 0.46 0.48
N -1.737550 -0.582223 -1.792152 2.33 -5.77 -2.21
C -1.470576 3.174487 -0.596524 3.37 3.17 -0.25
```
Positions in Å, forces in eV/Å.

Löwdin atomic charge list, values in e, 5 entries:
1. C -0.06
2. H 0.18
3. H 0.13
4. H 0.12
5. C 0.01

Question: Look up the highest occupied orbital energy of the second one.
Answer: -0.3444 hartree